C81H175N13O13 | ωB97M-V/def2-TZVPD

```
282
Properties=species:S:1:pos:R:3:forces:R:3:lowdin_charge:R:1
C 5.645784 -2.158727 5.290188 0.433 1.559 -0.864 -0.019
C 6.452940 -1.037491 4.565631 0.666 -1.016 0.893 -0.508
C 5.911138 -0.872104 3.170383 0.286 -0.333 -1.369 -0.156
C 6.603885 0.239076 2.373149 -1.491 0.617 -0.220 -0.154
C 6.222071 1.492678 3.178597 -0.156 1.592 -0.650 -0.162
C 6.723573 1.479955 4.605719 0.061 -0.052 0.620 -0.494
N 6.207023 0.224570 5.266577 0.177 1.182 -0.346 -0.068
O 6.682769 0.226812 6.623496 0.034 -0.571 -1.059 -0.035
C 8.248803 1.654038 4.534764 -1.716 -2.200 -0.268 -0.012
C 6.081740 2.638148 5.403555 -2.000 -1.432 -0.857 -0.014
C 7.937635 -1.516819 4.641354 -1.479 0.187 -1.576 -0.008
H 6.011252 -2.211392 6.283987 0.001 0.035 1.186 0.073
H 5.790501 -3.135405 4.870477 -0.075 -0.377 -0.631 0.078
H 4.627799 -1.813528 5.242125 -0.593 -0.478 0.166 0.055
H 6.032005 -1.824089 2.656606 -0.035 -0.266 -0.069 0.122
H 4.837764 -0.641808 3.166817 0.230 -0.210 0.313 0.089
H 6.162102 0.365130 1.341437 0.426 -0.398 0.929 0.115
H 7.666443 0.036566 2.255839 0.068 0.250 0.077 0.096
H 5.120071 1.528832 3.290113 0.313 -0.011 -0.571 0.095
H 6.547405 2.490609 2.704089 -0.402 -1.443 0.534 0.154
H 8.662610 1.133799 5.357991 1.031 -0.291 0.638 0.079
H 8.586699 1.361568 3.560509 0.567 -0.923 -0.236 0.066
H 8.444401 2.647058 4.507838 0.758 3.231 0.647 0.045
H 6.401974 3.602026 5.090654 0.385 0.812 -0.493 0.068
H 4.966924 2.528437 5.180810 1.267 0.386 0.517 0.082
H 6.219111 2.551305 6.466980 0.178 -0.159 0.331 0.078
H 8.107887 -1.559613 5.686187 0.927 0.121 0.908 0.067
H 8.598176 -0.875756 4.053289 0.168 -0.174 0.483 0.068
H 7.953128 -2.530763 4.231418 0.248 0.063 0.016 0.084
H 5.825286 0.166694 7.072526 0.013 0.048 0.856 0.036
C -5.115509 0.699634 1.467713 0.018 -1.909 0.924 -0.061
C -5.925294 1.567866 0.534433 0.204 -0.711 0.102 -0.488
C -4.988670 2.037638 -0.624307 -0.595 -0.267 -0.151 -0.096
C -5.796217 2.369270 -1.896339 1.657 0.994 0.640 -0.188
C -6.638258 1.213998 -2.263420 -0.915 -0.303 0.099 -0.149
C -7.768282 0.942402 -1.244304 0.640 -0.052 0.226 -0.497
N -6.991347 0.656763 0.020675 -0.523 0.360 -0.514 -0.068
O -7.831641 0.301597 1.097260 0.993 -2.539 -0.777 -0.015
C -8.863081 2.048301 -1.242518 0.131 -0.135 -0.910 -0.026
C -8.463316 -0.322852 -1.680888 -1.696 -0.436 1.002 -0.050
C -6.435812 2.660918 1.467314 -0.373 0.706 -2.363 -0.023
H -5.794474 0.238476 2.244834 0.594 0.378 -0.924 0.090
H -4.369183 1.224446 2.065082 0.192 0.253 -0.440 0.077
H -4.628957 -0.131172 0.907217 -0.140 0.485 0.432 0.083
H -4.495167 2.931940 -0.237836 0.395 -0.120 -0.176 0.117
H -4.247870 1.237899 -0.857211 -0.465 0.584 0.308 0.099
H -5.162245 2.664581 -2.758193 -0.107 -0.247 0.677 0.086
H -6.335042 3.270583 -1.634973 -0.700 0.235 -0.245 0.107
H -5.990340 0.317293 -2.379869 -0.567 0.351 0.029 0.134
H -7.138685 1.441572 -3.187219 -0.158 -0.222 -0.748 0.114
H -9.814852 1.772916 -0.735301 0.978 0.231 0.339 0.089
H -8.431853 3.009786 -0.959228 -0.493 0.069 0.224 0.061
H -9.222296 2.138652 -2.299413 0.518 0.079 0.632 0.096
H -7.772750 -1.147768 -1.566481 -0.130 -0.372 -0.209 0.050
H -9.375521 -0.485502 -1.020582 1.188 -0.120 -0.578 0.105
H -8.895910 -0.242084 -2.692031 0.555 0.039 0.191 0.096
H -5.596801 3.157493 1.879599 0.750 0.832 0.334 0.078
H -6.997918 2.282232 2.258663 -0.773 -0.918 1.420 0.059
H -7.104086 3.340068 0.947781 0.090 0.552 -0.133 0.082
H -8.328336 1.031068 1.364086 -1.400 2.248 0.513 0.053
C 2.755348 -6.993372 3.581504 -0.108 0.091 0.495 -0.027
C 1.524559 -6.079394 3.374835 1.118 -0.071 -1.647 -0.498
C 1.958437 -5.052182 2.297339 0.137 -0.139 -0.490 -0.141
C 0.846062 -4.276211 1.691141 -1.656 -0.587 -0.013 -0.181
C -0.066802 -5.287042 0.997000 -0.568 -0.053 0.497 -0.118
C -0.628585 -6.339279 1.943450 0.833 0.829 1.532 -0.530
N 0.507973 -6.917161 2.732712 -0.802 -0.929 -0.729 -0.060
O -0.072538 -7.830338 3.682543 0.499 -0.086 0.088 -0.040
C -1.645623 -5.776988 2.900522 -1.517 1.593 0.894 -0.041
C -1.377332 -7.367016 1.159811 -0.221 0.388 0.909 -0.019
C 1.175599 -5.327445 4.652220 -0.499 0.122 -0.553 -0.016
H 3.436517 -6.372677 4.168820 0.342 -0.411 0.077 0.078
H 3.273714 -7.280421 2.636870 -0.682 0.154 0.630 0.094
H 2.473778 -7.893338 4.171638 0.357 0.555 -0.342 0.085
H 2.682874 -4.372127 2.687855 0.655 0.395 0.677 0.117
H 2.419643 -5.473324 1.407417 0.473 -0.910 0.260 0.119
H 1.189566 -3.557690 0.978768 0.315 0.523 -0.349 0.066
H 0.312757 -3.772017 2.470538 -0.571 0.720 0.343 0.090
H 0.539018 -5.796654 0.265742 0.141 -0.320 -0.486 0.095
H -0.985240 -4.933523 0.509997 0.473 0.665 -0.173 0.120
H -2.031886 -6.540566 3.582361 0.148 0.052 -0.182 0.094
H -1.308874 -4.946744 3.521937 0.456 -0.187 0.093 0.055
H -2.531916 -5.292575 2.430169 0.407 -0.632 -0.315 0.082
H -1.747564 -8.081246 1.879222 -0.193 -0.578 -0.208 0.089
H -2.212750 -6.834558 0.713663 -0.125 -0.262 -0.337 0.068
H -0.724605 -7.770242 0.444594 0.604 -0.992 -1.183 0.077
H 0.427713 -4.558675 4.441133 -0.138 -0.324 0.389 0.065
H 2.012270 -4.805087 5.054445 1.042 0.492 -0.088 0.072
H 0.916709 -5.986313 5.451438 -0.833 -0.536 0.387 0.081
H 0.405262 -8.666974 3.551296 -0.205 0.464 -0.115 0.108
C 4.838768 2.895517 -5.333741 -1.216 -1.098 -0.369 -0.039
C 5.655901 2.080559 -4.333501 -0.971 -0.823 0.418 -0.482
C 4.689363 1.605948 -3.176881 1.024 0.316 -1.329 -0.107
C 5.289267 0.485421 -2.369572 -1.221 -0.060 0.915 -0.167
C 5.589262 -0.636793 -3.307738 -0.975 -2.493 0.525 -0.175
C 6.622968 -0.371236 -4.328008 -0.643 1.735 -0.540 -0.549
N 6.136132 0.855061 -4.979874 -0.362 0.021 -1.801 -0.085
O 7.021523 1.196092 -6.046487 1.192 0.259 1.248 -0.015
C 7.978705 -0.155196 -3.706708 0.753 0.607 0.042 -0.017
C 6.596484 -1.534778 -5.347655 -1.247 1.289 0.074 -0.005
C 6.721861 2.996492 -3.780019 0.677 -1.251 0.278 -0.017
H 5.313831 3.190229 -6.241722 1.123 0.218 -0.457 0.072
H 4.553302 3.792622 -4.832369 -0.514 0.688 0.307 0.052
H 3.934198 2.373896 -5.736341 0.456 0.116 0.788 0.103
H 4.419706 2.506161 -2.676741 -0.173 0.608 0.974 0.105
H 3.791914 1.220049 -3.620549 -0.607 -0.188 -0.477 0.107
H 4.599027 0.142636 -1.586261 -0.408 -0.047 -0.395 0.097
H 6.079018 0.787124 -1.720363 1.312 0.355 -0.082 0.099
H 4.666606 -1.106450 -3.755461 0.552 1.171 0.069 0.116
H 5.984102 -1.530715 -2.845139 0.182 -0.230 1.093 0.117
H 8.112240 0.618741 -2.903746 -0.734 -0.824 -0.611 0.088
H 8.336113 -1.110168 -3.327695 0.502 0.005 -0.152 0.089
H 8.523925 0.245435 -4.560087 0.862 -0.420 0.188 0.084
H 5.753566 -1.327205 -6.034456 0.091 -0.329 0.527 0.100
H 7.427587 -1.633175 -5.996349 1.219 0.023 -0.253 0.066
H 6.424421 -2.439729 -4.793362 -0.011 -0.609 0.027 0.074
H 7.441908 3.212147 -4.528565 0.916 -0.145 -0.855 0.076
H 7.223920 2.499686 -2.949235 0.039 0.411 0.146 0.076
H 6.366927 3.958365 -3.527782 -0.797 0.900 0.801 0.072
H 6.518141 1.146385 -6.836160 -0.913 -0.198 -1.015 0.080
C -2.116387 5.181749 -7.606114 -1.565 -1.684 0.109 -0.002
C -3.157695 5.213828 -6.436697 0.188 -0.398 -0.485 -0.503
C -4.530874 4.717286 -6.923868 0.623 0.492 0.466 -0.161
C -4.550744 3.238786 -7.176946 -2.850 -0.832 0.082 -0.186
C -4.249267 2.521390 -5.869096 0.297 -0.604 0.850 -0.141
C -2.836740 2.898338 -5.379407 0.109 -1.198 0.667 -0.502
N -2.866712 4.308584 -5.344366 1.885 2.525 3.029 -0.068
O -1.564586 4.728584 -4.752895 -0.690 -0.193 -1.197 -0.063
C -2.648039 2.292505 -3.909754 0.739 0.069 -1.223 -0.011
C -1.649449 2.382600 -6.238951 -0.519 -0.545 -0.757 -0.023
C -3.236800 6.646089 -5.888045 -1.699 -0.380 -1.031 -0.028
H -1.190933 4.683070 -7.391721 0.371 -0.070 0.453 0.059
H -1.911464 6.144290 -7.965767 0.241 1.417 -0.572 0.055
H -2.606616 4.591418 -8.398773 0.487 0.332 -0.102 0.079
H -5.230305 4.879547 -6.109285 -0.267 0.381 0.055 0.118
H -4.822417 5.290415 -7.783606 -0.272 0.320 -0.494 0.116
H -3.898018 2.932895 -7.998683 -0.147 -0.130 0.145 0.100
H -5.661728 2.988924 -7.432110 1.938 0.184 -0.053 0.144
H -4.293839 1.444142 -5.927230 0.109 -0.538 -0.589 0.109
H -4.997794 2.690428 -5.023691 0.831 0.538 -1.188 0.128
H -2.964183 1.251724 -4.016744 -0.362 -0.008 0.346 0.078
H -1.573873 2.201710 -3.672957 -0.368 0.412 -0.009 0.065
H -3.154063 2.812835 -3.079123 0.093 -0.137 -0.624 0.070
H -1.410769 1.353430 -6.029522 -0.060 -0.586 0.365 0.073
H -1.843559 2.375636 -7.326643 -0.069 0.322 0.419 0.080
H -0.733446 2.938887 -6.054321 -0.184 0.226 0.138 0.070
H -3.475002 7.345400 -6.737535 -0.059 -0.571 0.986 0.105
H -2.301207 6.888560 -5.509828 1.845 0.623 0.568 0.043
H -3.931491 6.720001 -5.033862 -0.090 0.023 -0.583 0.091
H -1.722530 4.923998 -3.820893 -0.254 -0.079 0.331 0.040
C 0.252833 1.504649 -1.215602 -0.164 0.269 1.166 -0.023
C -0.205224 0.312843 -0.324085 2.369 1.149 -0.253 -0.443
C 0.520993 -1.017991 -0.768527 -1.855 0.538 0.440 -0.110
C 2.022670 -0.948938 -0.685538 0.106 -0.982 -0.413 -0.205
C 2.374589 -0.840071 0.745306 1.356 -0.006 1.319 -0.140
C 1.772683 0.406152 1.413984 -0.462 0.259 0.659 -0.465
N 0.311386 0.455626 1.125306 -0.877 -0.610 -0.659 -0.057
O -0.208966 1.630188 1.750154 0.241 -0.116 -0.842 -0.049
C 1.960278 0.143858 2.913789 0.323 -1.810 -0.860 -0.020
C 2.509445 1.715390 1.097997 1.505 -1.118 0.734 -0.007
C -1.714641 0.291453 -0.363799 -0.344 0.097 0.217 -0.046
H -0.411584 2.418961 -1.146602 0.651 -1.146 -0.219 0.097
H 0.339898 1.107387 -2.208174 -0.186 0.231 -0.878 0.076
H 1.249365 1.785366 -0.888868 -0.011 0.251 -0.283 0.042
H 0.098899 -1.689969 0.012063 0.556 -0.313 -0.628 0.118
H 0.197426 -1.371931 -1.751509 -0.236 0.239 0.019 0.120
H 2.472129 -0.183990 -1.272532 -0.019 1.177 -0.533 0.084
H 2.483950 -1.828614 -1.142243 -0.179 -0.299 0.222 0.092
H 3.485903 -0.897467 0.984380 -1.121 0.346 -0.476 0.143
H 1.957746 -1.721626 1.251280 0.015 0.269 0.044 0.094
H 1.458830 -0.796897 3.192186 0.469 -0.177 -0.276 0.089
H 3.045314 0.095365 3.054122 -0.313 -0.221 0.400 0.063
H 1.549137 0.787510 3.614581 -0.687 2.069 0.877 0.043
H 2.951165 1.709567 0.128507 0.049 0.285 -1.008 0.062
H 1.953487 2.584652 1.307807 -1.080 0.938 -0.185 0.058
H 3.379751 1.828358 1.761689 -0.091 -0.323 0.000 0.078
H -2.069350 1.282038 -0.029369 0.089 -0.339 -0.283 0.079
H -2.016943 -0.391818 0.417788 -0.638 -0.553 -0.099 0.049
H -2.188057 0.062438 -1.370215 0.847 0.119 1.191 0.104
H -0.843224 1.247040 2.359013 -0.354 0.026 0.540 0.037
C -3.925843 -2.260558 -1.405800 -2.082 0.610 1.937 -0.032
C -4.824109 -3.507968 -1.467577 1.260 -1.739 0.085 -0.503
C -3.957358 -4.830745 -1.533698 0.084 1.150 0.330 -0.129
C -4.722707 -6.110840 -1.280504 -0.242 -0.210 -2.491 -0.236
C -5.216251 -6.116120 0.117059 -0.829 0.427 0.843 -0.151
C -6.204233 -4.867225 0.303048 -0.388 -0.829 -0.309 -0.413
N -5.529041 -3.569118 -0.182626 -1.734 -0.653 1.114 -0.040
O -6.613317 -2.556309 -0.147699 1.533 -0.294 0.368 -0.073
C -7.597354 -5.321432 -0.383010 1.096 -0.278 0.464 -0.019
C -6.402727 -4.706740 1.834465 1.142 -1.512 -1.106 -0.044
C -5.730335 -3.472852 -2.695304 -0.649 -0.339 -0.893 -0.020
H -3.300591 -2.170580 -0.507111 0.004 -0.692 -0.181 0.068
H -4.710861 -1.487653 -1.197167 0.870 0.149 -0.715 0.074
H -3.337810 -2.034291 -2.255491 0.331 0.101 -1.103 0.068
H -3.340147 -4.769332 -2.435216 -0.497 -0.329 -0.333 0.121
H -3.191007 -4.911835 -0.752111 -0.014 0.888 0.264 0.097
H -3.990343 -6.865755 -1.505315 0.224 -0.886 0.292 0.103
H -5.540767 -6.320873 -2.037809 0.727 0.448 0.881 0.115
H -4.351114 -6.030334 0.824464 -0.700 0.006 -0.444 0.099
H -5.740738 -7.092426 0.334884 0.288 1.175 0.033 0.139
H -8.344499 -4.541708 -0.534482 0.320 0.149 0.072 0.071
H -7.429919 -5.870276 -1.324975 0.013 0.550 0.182 0.061
H -8.035194 -6.090460 0.283048 0.168 0.484 -0.123 0.076
H -6.993667 -3.867307 2.092336 -0.453 0.925 0.283 0.060
H -6.878378 -5.631069 2.214340 0.236 0.469 -0.048 0.088
H -5.360647 -4.663733 2.208667 -0.689 0.279 0.351 0.066
H -5.971415 -4.495767 -3.124251 0.330 1.203 0.590 0.096
H -5.293328 -2.856382 -3.491625 0.187 -0.353 0.053 0.084
H -6.673548 -2.961091 -2.480492 0.064 -0.241 0.190 0.066
H -6.216098 -1.824174 0.381289 -0.536 -0.609 -0.514 0.083
C 3.470397 -0.436328 7.432619 -2.090 0.118 -1.423 -0.356
O 4.363731 -0.014785 8.098012 2.000 0.820 2.404 0.039
N 2.172151 -0.539659 7.796395 0.270 -0.461 0.177 -0.172
C 1.170199 -0.876473 6.812962 -0.641 0.857 0.319 -0.070
C 1.726905 -0.170742 9.169207 1.904 -0.189 -1.784 -0.001
H 3.739650 -0.650148 6.401274 -0.881 -0.403 -0.520 0.104
H 0.644872 -1.782602 7.070136 0.176 -0.857 -0.116 0.073
H 1.609277 -0.899721 5.804520 -0.312 -0.038 0.384 0.081
H 0.361681 -0.124085 6.893204 0.540 0.059 -0.566 0.084
H 0.681346 -0.009921 9.145435 -0.974 0.183 0.095 0.072
H 2.017577 -0.958998 9.839639 -0.085 -0.271 0.527 0.084
H 2.279950 0.730519 9.391046 -0.106 0.315 0.463 0.087
C 3.044265 5.851583 -2.872153 0.061 0.301 2.122 -0.323
O 3.175129 5.529006 -1.671323 -0.314 0.446 -2.236 -0.043
N 2.512893 5.085558 -3.845916 -0.882 -1.251 1.242 -0.160
C 1.759568 3.808476 -3.524612 1.566 1.287 0.227 0.009
C 2.422212 5.575921 -5.179879 -0.964 -0.256 -0.174 -0.071
H 3.324451 6.910290 -3.203407 -0.047 -1.243 0.081 0.147
H 2.104835 3.406407 -2.573482 -0.192 0.338 0.055 0.071
H 2.057493 3.129529 -4.272212 0.421 -1.044 -0.995 0.052
H 0.689916 3.878752 -3.591043 -0.539 0.646 0.237 0.064
H 2.719702 4.856103 -5.928816 0.431 -0.278 -0.062 0.083
H 1.418463 5.865864 -5.427979 -0.865 -0.001 -0.089 0.084
H 2.976670 6.466145 -5.241303 1.087 1.044 -0.338 0.068
C 0.573327 -4.033244 -4.025767 0.910 -0.011 0.113 -0.322
O 0.428787 -3.585613 -5.138839 0.545 0.531 -0.187 0.020
N 1.708663 -3.887109 -3.219659 -1.716 -0.984 -0.822 -0.187
C 1.737433 -4.554360 -1.934987 -0.267 0.740 0.270 -0.067
C 2.877479 -3.178365 -3.671589 1.152 0.890 1.006 -0.071
H -0.269451 -4.640978 -3.650162 0.518 -0.051 0.836 0.129
H 1.718206 -3.802413 -1.149000 -0.469 0.095 0.301 0.054
H 2.696350 -5.023909 -1.750410 0.062 -0.754 -0.367 0.089
H 0.863176 -5.220231 -1.834737 0.652 0.187 -0.013 0.087
H 3.081566 -3.338050 -4.719388 -0.081 -0.202 -0.336 0.083
H 2.776275 -2.073514 -3.529150 -0.019 -0.740 -0.063 0.081
H 3.799894 -3.492136 -3.066522 -1.380 0.269 -0.813 0.113
C 2.102581 2.932266 5.779310 0.358 1.744 -0.380 -0.347
O 1.792997 2.155251 6.643658 -0.706 -0.942 0.053 0.042
N 1.347758 3.529025 4.811894 1.022 -0.022 0.983 -0.175
C 1.979840 4.694844 4.151014 -0.810 -1.194 -0.203 -0.028
C -0.001864 3.120656 4.568373 -0.909 1.448 -0.007 -0.063
H 3.104087 3.382044 5.737098 0.330 -0.279 0.208 0.104
H 1.239352 5.458334 3.953738 -0.272 0.469 0.641 0.071
H 2.213041 4.380109 3.126365 0.948 0.168 0.217 0.077
H 2.800369 5.052791 4.815557 -0.516 -0.133 -1.114 0.100
H -0.167172 3.088759 3.503179 -0.184 0.049 -0.358 0.063
H -0.195120 2.147943 4.951374 0.117 -0.772 0.394 0.054
H -0.757671 3.807430 5.038563 0.627 -0.386 -0.356 0.111
C -1.825047 5.600898 -1.073864 2.731 -0.922 0.232 -0.284
O -1.188566 5.037493 -1.979275 -1.078 0.691 0.718 -0.023
N -1.289372 5.891604 0.135026 0.467 -0.550 -0.026 -0.180
C -2.015004 6.694633 1.108943 0.518 1.221 0.205 -0.066
C 0.177771 5.687200 0.321689 -0.854 0.897 -1.218 -0.003
H -2.830747 5.903950 -1.131915 -1.692 0.323 -0.457 0.118
H -1.960145 6.305382 2.155363 -0.029 0.007 -0.959 0.094
H -3.059555 6.801628 0.794186 0.176 -0.233 0.171 0.080
H -1.600117 7.753686 1.131871 -0.326 -1.138 0.034 0.105
H 0.537372 4.839987 -0.298246 -0.251 0.787 0.349 0.087
H 0.630158 6.663760 0.030930 0.237 -0.907 0.053 0.109
H 0.378088 5.517889 1.354107 0.085 -0.251 0.816 0.055
C -2.953379 0.185738 4.101802 -2.735 -1.226 0.207 -0.335
O -1.952572 0.816836 3.888687 0.809 0.271 -0.231 0.022
N -3.328240 -1.013112 3.525476 0.958 -0.029 0.604 -0.196
C -4.433451 -1.772077 4.142551 -0.337 0.705 0.261 -0.053
C -2.246883 -1.834301 2.943720 -0.389 0.806 0.084 -0.037
H -3.789537 0.550034 4.790893 0.882 -0.098 -0.554 0.157
H -4.163434 -1.868350 5.223807 -0.788 -0.344 -0.702 0.097
H -4.562808 -2.771908 3.657616 0.312 0.940 0.420 0.081
H -5.396883 -1.198449 3.991017 1.004 -0.697 0.429 0.091
H -2.775997 -2.589399 2.336287 0.765 0.250 -0.013 0.082
H -1.641413 -1.103165 2.362067 -0.021 -1.062 0.186 0.067
H -1.633578 -2.311663 3.753286 -0.397 0.279 -0.721 0.100
```
Positions in Å, forces in eV/Å.

HOMO-LUMO gap = 8.32 eV
Highest occupied orbital energy = -8.068 eV
Total energy = -4880.783064 a.u.
LUMO = 0.0091 Ha